(1)
DFT (the ωB97M-V functional and the def2-TZVPD basis) results for 2 unconnected molecules or ions with the total composition CH7ISi2 in a non-equilibrium geometry.

Geometry as XYZ:
```
11
Properties=species:S:1:pos:R:3:forces:R:3
I 2.937735 -2.207837 -0.795764 -0.1 0.1 0.0
Si -0.430295 -1.052473 1.005764 2.0 2.5 0.8
Si -0.844460 1.691188 -0.810229 -1.8 0.6 -1.0
C 0.223350 0.318899 -0.232479 -1.3 -0.8 0.6
H 0.723158 -0.261421 -0.966149 -0.1 -1.1 -1.9
H 0.676729 -1.379818 1.930034 0.3 -0.1 -0.1
H -1.974751 1.556587 -1.912610 1.3 -0.1 1.1
H -1.255288 -0.331340 2.006087 -0.9 -0.5 -0.5
H -0.613163 3.161162 -0.544191 0.3 -0.8 -0.1
H -0.572026 -2.254240 0.266096 -1.0 -0.9 -0.6
H 1.129012 0.759292 0.053441 1.2 1.2 1.7
```
Forces are in eV/Å.

## Properties
LUMO level (spin up / spin down) ... -0.74 / -3.41 eV
Gap between HOMO and LUMO (spin up / spin down) ... 0.334 / 0.125 Ha
HOMO energy (spin up / spin down) ... -9.83 / -6.80 eV

Results of the Mulliken charge analysis, in e, for atoms 1 through 4:
1. I -0.060
2. Si 0.412
3. Si 0.059
4. C -0.790



(2)
DFT (the ωB97M-V functional and the def2-TZVPD basis) results for a single C21H25ClN4O4 molecule.

Geometry as XYZ:
```
55
Properties=species:S:1:pos:R:3:forces:R:3
Cl -7.557942 2.997843 0.634752 -0.1 0.1 0.0
O 0.505315 -2.787554 0.307938 0.0 0.1 -0.1
O 5.615547 0.903985 0.759557 0.0 0.1 0.0
O 4.932944 2.801900 -0.257222 -0.3 -0.2 0.0
O 2.282293 -2.535611 1.669577 -0.1 0.0 0.0
N 1.371078 -0.241728 -2.225912 -0.2 -0.2 0.1
N -3.119163 -0.838429 -0.158566 0.0 -0.4 0.1
N -0.380286 -0.274473 -0.716649 0.4 0.1 -0.2
N 1.789514 2.522003 -1.413791 -0.1 0.1 -0.1
C -5.206657 0.148126 -0.859591 0.1 0.0 0.0
C 4.763959 1.535943 0.178714 0.3 -0.1 0.0
C 1.592918 -2.107713 0.772979 0.1 -0.2 0.0
C -5.201097 1.858596 1.308567 -0.2 0.1 -0.1
C 0.267241 -4.054513 0.918514 0.1 -0.5 0.2
C 3.434447 1.028059 -0.167231 0.6 -0.6 0.4
C 6.180229 3.419396 0.040097 0.5 0.1 0.2
C -0.902649 -0.105349 0.624530 -0.2 -0.2 0.6
C 2.561650 1.875003 -0.851785 -0.5 0.6 -0.3
C 3.064489 -0.234815 0.247333 -0.3 0.3 0.0
C 1.841949 -0.884727 0.026493 0.3 0.0 0.2
C -4.151276 0.979651 1.119340 0.1 -0.1 -0.1
C 0.914156 -0.432718 -0.968529 -0.1 -0.1 -0.5
C 6.192667 4.005140 1.445378 -0.2 -0.2 -0.3
C -2.563449 -1.047037 -1.473613 0.2 0.2 -0.3
C -6.248631 1.890489 0.405620 0.2 -0.1 0.1
C -1.384917 -0.087854 -1.740578 -0.5 -0.2 -0.4
C -2.096634 -1.043377 0.840958 0.2 0.1 0.1
C -6.251935 1.029238 -0.680128 0.0 0.1 0.1
C -0.689271 -4.847609 0.045905 0.2 0.4 0.1
C -4.124328 0.106344 0.027980 -0.3 0.2 0.1
H -5.198043 2.525653 2.156179 0.0 0.1 0.1
H -0.832347 -5.835787 0.473008 0.0 -0.1 0.0
H 1.223690 -4.576160 1.029923 -0.2 0.1 0.0
H -3.318302 -0.897240 -2.242383 0.1 -0.1 0.0
H 3.772540 -0.752357 0.883174 0.1 0.0 0.0
H -5.249680 -0.535218 -1.693030 0.0 -0.1 -0.1
H -1.655676 -4.352750 -0.020209 -0.1 0.0 0.0
H -3.349614 0.993300 1.839811 0.1 0.0 0.0
H -7.075467 1.041753 -1.376455 -0.1 0.0 -0.1
H 6.978897 2.676769 -0.065377 -0.1 0.2 -0.1
H 6.091530 3.208090 2.178099 0.0 0.0 0.1
H -1.745445 0.947632 -1.720623 0.1 0.0 0.0
H -2.196606 -2.076640 -1.533982 0.0 0.0 -0.1
H -2.511728 -0.917569 1.839462 0.0 0.0 0.0
H 7.131069 4.525066 1.616581 0.1 0.1 0.0
H -0.280808 -4.950903 -0.956098 0.0 -0.1 -0.1
H -0.116189 -0.299644 1.352083 -0.1 0.1 -0.1
H 6.296015 4.201426 -0.713748 0.0 -0.1 0.1
H -1.745338 -2.073166 0.741612 0.0 0.1 0.1
H -0.968867 -0.311048 -2.721568 0.0 0.1 0.0
H -1.229865 0.937502 0.723659 0.1 -0.1 0.0
H 2.367662 -0.346890 -2.340166 -0.1 0.0 0.0
H 0.960248 0.482235 -2.798819 0.0 0.0 0.1
H -0.148400 -3.896707 1.921465 0.1 0.0 -0.1
H 5.368563 4.704421 1.566748 0.0 0.1 0.0
```
Forces are in eV/Å.

## Properties
LUMO level ... 0.23 eV
Gap between HOMO and LUMO ... 0.300 Ha
SMILES ... CCOC(=O)C(/C=C(\C#N)C(=O)OCC)=C(/N)N1CCN(c2ccc(Cl)cc2)CC1
HOMO energy ... -7.93 eV

Results of the Mulliken charge analysis, in e, for atoms 1 through 4:
1. Cl -0.223
2. O -0.176
3. O -0.649
4. O -0.340



(3)
DFT (the ωB97M-V functional and the def2-TZVPD basis) results for a molecular structure, C5H4F6N3O6PdS2 in a non-equilibrium geometry.

Geometry as XYZ:
```
27
Properties=species:S:1:pos:R:3:forces:R:3
Pd -0.700690 -1.043945 -0.265140 0.8 1.0 0.1
S 0.441361 2.038614 0.917387 0.3 0.4 -0.1
S -2.022181 1.828619 -0.302547 -0.3 -0.2 0.4
F -3.685210 -0.036108 0.555231 0.1 0.1 0.0
F 2.870606 2.732742 0.225850 0.0 0.0 0.0
F 1.459874 4.372878 0.208244 0.0 0.0 0.0
F -2.049636 0.375087 1.925640 0.0 0.0 0.0
F 1.421638 2.897267 -1.374011 0.0 0.0 0.0
F -3.675761 1.779692 1.726906 0.1 0.0 0.0
O 0.712032 0.710300 0.407791 0.0 -0.5 0.3
O 0.745251 2.331355 2.277357 0.0 0.0 0.1
O 1.383036 -4.052679 1.455396 0.2 -0.1 0.1
O -1.449919 0.807764 -1.173070 -0.4 -0.4 -0.2
O -3.030842 2.678876 -0.834971 0.2 0.1 -0.3
O -0.016565 -2.426131 0.956382 0.0 -0.1 -0.2
N 1.677669 -1.641607 -1.260178 -0.1 0.2 -0.1
N -2.323685 -3.023147 -1.903175 0.0 0.0 0.0
N -0.940135 2.644557 0.479830 -0.1 0.1 0.1
C -2.907725 0.917366 1.059985 -0.2 0.0 0.0
C 1.067317 -3.115707 0.749092 0.0 0.2 -0.1
C 1.613774 3.080125 -0.067922 0.0 -0.1 0.0
C -1.736732 -2.300124 -1.219836 -0.4 -0.3 -0.1
C 2.057491 -2.726825 -0.379639 -0.1 -0.2 0.2
H 1.692884 -1.882207 -2.238406 0.0 -0.1 0.0
H 2.181696 -0.779997 -1.115571 0.0 -0.1 0.1
H 2.216623 -3.643101 -0.948998 0.0 0.0 0.0
H 2.997819 -2.523659 0.138377 0.0 0.0 0.0
```
Forces are in eV/Å.

## Properties
LUMO level (spin up / spin down) ... 2.32 / 2.32 eV
Net charge ... -1
Gap between HOMO and LUMO (spin up / spin down) ... 0.304 / 0.304 Ha
HOMO energy (spin up / spin down) ... -5.97 / -5.97 eV

Results of the Mulliken charge analysis, in e, for atoms 1 through 4:
1. Pd 0.899
2. S 0.854
3. S 1.042
4. F -0.217



(4)
DFT (the ωB97M-V functional and the def2-TZVPD basis) results for a gas-phase ion, C4H9NO2PS (charge +1).

Geometry as XYZ:
```
18
Properties=species:S:1:pos:R:3:forces:R:3
S -2.560687 -0.951115 -1.760517 0.0 0.0 -0.1
P -1.701678 0.592340 -1.094341 -0.3 -0.1 -0.1
O -2.461428 1.481654 -0.011373 0.5 0.0 0.3
O -1.134121 1.687600 -2.086649 -0.2 0.2 0.1
N 0.513733 -0.941849 -0.702390 0.2 -0.1 0.0
C 1.150824 -0.729983 1.475048 -0.3 0.1 -0.3
C 0.571598 0.597963 0.956206 0.2 -0.3 -0.3
C -0.133676 0.070072 -0.262684 0.0 0.4 0.0
C 1.682380 -1.286314 0.154037 -0.4 -0.2 0.2
H 1.406907 1.169180 0.521435 -0.2 0.4 0.3
H 2.544064 -0.735124 -0.227604 0.1 -0.2 0.1
H 1.842191 -0.666378 2.308489 0.1 0.1 -0.1
H -2.365611 1.208909 0.915629 -0.4 0.0 -0.3
H 1.843891 -2.359668 0.159847 0.1 0.0 -0.2
H -1.700532 2.473950 -2.191709 0.2 -0.2 0.0
H 0.212655 -1.466344 -1.522374 0.0 0.0 0.0
H 0.292521 -1.358004 1.729422 0.2 -0.1 0.4
H -0.003031 1.213110 1.639530 -0.1 0.0 -0.1
```
Forces are in eV/Å.

## Properties
LUMO level ... -4.94 eV
Net charge ... +1
Gap between HOMO and LUMO ... 0.316 Ha
SMILES ... OP(O)(=S)C1=[NH+]CCC1
HOMO energy ... -13.54 eV

Results of the Mulliken charge analysis, in e, for atoms 1 through 4:
1. S -0.298
2. P 0.725
3. O -0.498
4. O -0.476



Computed energy relative to the best compared isomer or geometry (same formula, charge and spin), in the same sequence as the records: 89.3, 29.7, 22.1, 0.0 kcal/mol.